The following is a DFT calculation (ωB97M-V/def2-TZVPD) of a cluster of 10 separate species, C50H130Cl2N18O12P6 in total in a non-equilibrium geometry.

XYZ file:
```
218
Properties=species:S:1:pos:R:3
H -4.88967 10.57535 6.37512
N 3.08347 8.21406 19.70175
H -0.31576 17.43393 23.66775
H 7.67832 8.65665 19.50356
H 6.19904 6.91130 11.70253
C -2.71654 13.20935 13.74471
N -7.51562 14.51029 20.84938
C -4.74214 11.83536 8.11758
C -1.03499 22.12757 22.50481
C 3.36003 9.23642 10.27635
H 4.34982 18.97467 15.13593
C 5.91627 7.08178 7.30241
H 4.21291 20.34123 16.28946
H -5.93149 18.83030 17.60833
O -3.02744 18.90435 6.50034
N -12.94446 16.00225 11.13578
H 3.95248 21.90381 12.56369
N 0.02243 18.38565 21.84544
H 3.20088 11.78774 20.11551
C 3.82612 20.88179 12.92094
O -4.87033 8.69291 9.52383
H -8.74978 14.61381 11.81596
N -9.10882 14.94787 23.12353
H -3.43385 13.85232 14.25477
H -13.85359 14.99663 9.55630
H 8.09204 23.16689 13.13983
H 1.69381 8.27728 18.07666
H 5.12464 10.74779 16.81011
C -11.15974 13.91369 12.91193
C 7.00931 8.87803 18.67198
H -5.03869 13.30541 23.42710
N -10.60219 17.35260 10.82362
H -10.54044 13.42076 23.22114
O 3.35849 5.97584 8.72785
H -10.25159 17.84250 8.74973
O -7.54934 16.86625 22.10429
C -5.10002 9.71274 8.87923
N 5.69281 8.26286 18.87338
H 6.68783 5.21345 11.94557
H -9.64666 16.90350 23.43692
C 2.41281 7.58210 18.51010
H 5.22128 5.67340 12.69573
H -6.40959 9.12130 7.24478
P 0.53338 19.91450 22.42781
O 1.46417 20.64499 21.53363
C -9.71215 17.82841 9.69679
C -9.19244 15.29084 12.54655
H -11.85264 18.67126 11.97920
H -6.76298 22.54270 16.38966
C -2.29716 18.71352 7.69498
H 1.74631 7.00474 10.89269
H 4.22494 18.72940 11.47648
O 7.70360 20.06417 13.17698
C 4.95775 4.11064 10.34739
N -10.67767 15.20483 12.40808
H 3.89759 9.49642 9.36448
H 3.15833 7.30283 17.76559
N 3.99452 10.45049 18.62872
O -4.27460 10.76178 8.97255
O -4.98883 19.12618 15.00976
H -0.22296 22.50680 21.88442
H -6.13218 13.27904 20.03681
H 3.97003 3.74541 10.62865
C -6.14431 14.33379 20.31151
H -3.32893 12.65672 13.03220
C 4.82582 19.50094 15.96331
H -6.54307 16.64537 24.60951
P -7.60612 15.43055 22.32693
H 0.60540 18.18709 19.83033
H 6.54361 6.19062 7.32147
H 2.28993 9.35383 10.10544
H -9.49666 14.76337 20.22166
H 6.94008 19.73523 17.37719
H 4.86091 18.82248 16.81570
H -1.92660 22.19500 21.88144
H 2.31516 7.78755 21.63294
H -12.20301 13.69812 12.68126
O -10.96335 14.97985 9.71579
H -6.86606 15.12088 25.33178
H -3.90322 12.43631 7.76661
H -2.76594 19.82447 23.26904
H 3.03660 18.88527 23.56762
N 3.63270 7.82950 10.66357
H 7.19897 21.30113 16.62841
H -9.32873 15.95345 24.94734
H -5.33064 14.57318 20.99615
H -8.83557 15.16631 13.56893
H -8.34638 15.59911 19.23174
C -6.11782 13.45880 23.42058
H -6.18246 11.71420 6.52340
H 6.63902 7.71441 6.78714
N 5.59880 7.52615 8.69081
C -2.23247 19.28886 5.43854
H -8.86209 16.25408 12.15779
H -0.89377 17.33423 6.68054
H 5.07437 7.07610 6.61010
C -13.94233 15.96730 10.04417
H -10.79833 17.85251 12.92121
H -2.00371 20.78151 24.55881
C 7.02335 23.12131 12.93029
H 2.17079 9.47471 21.05101
C 4.91234 18.80366 12.31912
H 1.89252 6.67509 18.81791
C -7.08970 20.73841 17.43734
Cl -0.65921 14.73435 14.38517
P -11.22910 15.81744 10.90364
C 5.84101 5.88914 11.82538
C -1.81974 20.07721 23.74751
C -5.69577 19.90084 15.68088
H 4.87777 6.34604 19.34304
H -0.16733 18.54207 7.72228
C -9.46115 13.55951 23.28418
H -7.98259 20.19727 17.75041
H 5.68827 24.00200 15.11730
C -5.85513 19.83245 17.18648
H -8.27935 21.66800 15.96400
H 6.55430 24.10236 13.00530
C -1.01194 18.34885 7.06092
H -8.90084 12.93637 22.58715
H 6.54554 6.52062 19.70731
H -0.88922 17.40948 20.18181
H 3.59911 9.85065 11.14449
H 3.50251 12.50637 18.54296
H 2.90950 20.42504 12.54772
H -1.32070 19.20525 24.17030
H -0.16947 18.98324 5.00832
H 2.18642 8.23577 12.08770
H 6.93785 22.69246 11.93186
N 6.14926 19.92981 15.35205
H 5.10168 22.48839 15.73096
H -13.79471 17.41638 12.28144
H -6.50647 12.94951 22.53872
C 6.61666 8.39721 9.39508
C -1.60847 13.98167 13.09869
P 4.33781 6.69525 9.57772
H -9.13640 13.30231 24.29239
H 6.15749 6.41426 18.02551
H 5.61250 3.48412 10.95310
H 0.25769 16.33632 22.32867
H 4.40067 23.16790 14.22569
H -4.95115 20.24498 17.63453
H 3.41527 10.99934 16.65184
C -6.21744 9.95150 7.92444
P 6.41139 20.52925 13.75741
C 2.54140 7.35652 11.55009
C -10.83877 18.27581 11.91756
H 8.09338 19.81914 16.10077
H -5.46791 12.39753 8.70522
H 0.25294 21.13312 25.24382
H -8.70305 17.41779 9.66210
H -2.12461 19.55841 8.36167
H 6.81637 9.95062 18.69238
H 1.10838 8.31150 20.38561
C 5.79276 6.80919 18.97372
C -5.54533 11.04875 7.10594
O -2.74591 19.55736 4.38487
H -0.49095 20.29947 6.05391
N 5.05235 20.11965 12.80381
C 7.13870 20.23154 16.42728
N -0.89615 20.71056 22.78882
H -14.96378 16.07731 10.40839
N 6.33234 22.26763 13.96266
H -1.24557 22.68710 23.41623
C -0.35185 17.19684 22.60446
H 3.59478 21.07409 13.96861
C 3.18845 11.59049 19.04358
H -10.84280 15.82975 24.08230
H -5.22858 15.46303 25.08654
H 4.05172 9.35453 16.92166
C 2.23665 18.65743 24.27209
C 4.15931 10.40692 17.18433
H -10.12067 19.09124 11.83095
H -2.07009 14.75319 12.48244
H -9.48969 18.89168 9.78664
H -8.36098 13.84165 19.09512
H 5.13403 3.88076 9.29659
N 5.17895 5.59433 10.58475
O -6.47049 20.87014 15.15720
N -6.44346 14.88696 23.36748
C -9.76751 15.94920 23.94957
P 4.51650 9.18517 19.70337
H -14.36251 15.89455 12.74143
H -10.56116 13.13110 12.44571
H 5.83241 18.40425 11.89247
C -7.20920 21.57748 16.15022
H -13.73884 16.81730 9.39288
C -13.44365 16.39646 12.43834
C 5.31188 23.02722 14.80707
H 7.47559 8.62884 17.71878
O 4.97224 9.63815 21.04227
H -0.85127 19.20256 20.23500
C 1.22765 20.66842 25.09514
H 1.93720 21.43830 24.79194
H 1.88140 17.63094 24.18154
Cl -2.12825 11.86022 14.72950
H 2.58143 18.63858 25.30596
H -6.56870 13.04101 24.32072
H -2.60021 17.85894 8.29993
H 2.18489 11.39889 18.66378
H -6.06531 14.88462 19.37425
H -7.08870 10.23533 8.51474
H 1.45170 20.29166 26.09312
H 7.13736 7.81045 10.15184
H 2.90612 6.57427 12.21580
H 6.17249 9.26787 9.87753
H 4.59967 18.12645 13.11393
C 2.12279 8.42305 20.76851
C -6.20219 15.61008 24.61901
C -8.50177 14.67325 19.78557
H 7.34174 8.67906 8.63159
H -6.86885 21.33263 18.32403
H -1.40047 16.93203 22.46898
C -0.78035 19.26557 5.86577
N 1.17043 19.62140 24.02521
H -1.02026 13.29129 12.49414
H -12.70322 16.34690 13.23672
H -10.93959 13.91023 13.97945
C -0.29501 18.28709 20.43644
```

Computed properties:
- HOMO energy (eV) = -8.01
- SMILES = CN(C)P(=O)(N(C)C)N(C)C.CN(C)P(=O)(N(C)C)N(C)C.CN(C)P(=O)(N(C)C)N(C)C.CN(C)P(=O)(N(C)C)N(C)C.CN(C)P(=O)(N(C)C)N(C)C.CN(C)P(=O)(N(C)C)N(C)C.O=C1CCCO1.O=C1CCCO1.O=C1CCCO1.ClCCCl
- charge = 0
- max |F| (Eh/bohr) = 0.0919
- E_tot (eV) = -186130.79141

Mulliken population analysis, charges in e, atoms 1 to 2: atom 1 (H): 0.28, atom 2 (N): 0.23